DFT (the ωB97M-V functional and the def2-TZVPD basis) results for a structure of composition C15H31IMgP2 in a non-equilibrium geometry.

```
50
C15H31IMgP2 the ωB97M-V functional and the def2-TZVPD basis
P 0.4294 -1.8787 -5.1576
P 0.4793 2.1150 -4.7036
C 0.1101 -0.3521 -6.0894
C 1.0803 0.8086 -5.8261
H -0.9554 -0.0772 -5.8375
H 0.0755 -0.5750 -7.1694
H 2.0684 0.4911 -5.4710
H 1.2499 1.3521 -6.7571
C -0.0419 3.4325 -5.8691
H -0.3169 4.3320 -5.3143
H -0.9092 3.1139 -6.4832
H 0.8195 3.7013 -6.5317
C 1.9281 2.8532 -3.9181
H 2.2879 3.6488 -4.5902
H 2.8198 2.1692 -3.8481
H 1.6720 3.3334 -2.9723
C -0.6683 -2.9668 -6.1179
H -0.7768 -3.9278 -5.6132
H -0.2247 -3.1241 -7.1134
H -1.6628 -2.5299 -6.2553
C 2.1214 -2.4581 -5.3312
H 2.8297 -1.6225 -5.3741
H 2.2193 -3.0510 -6.2534
H 2.3680 -3.1120 -4.4794
Mg 3.3906 0.8762 -2.5734
C -1.5020 1.4910 -4.1423
C -2.3518 0.6410 -4.9236
C -3.5077 -0.0184 -4.2323
C -3.1585 -1.0548 -3.1315
C -2.1496 -2.0025 -3.5906
C -0.7598 -1.7590 -3.4912
C -0.2259 -0.4997 -2.7644
C -0.9835 0.8489 -2.7742
C 2.9436 -0.5113 -1.0804
H -1.9371 2.4910 -3.9555
H -2.6439 1.0558 -5.8996
H -4.1096 -0.5214 -5.0034
H -4.1371 0.7855 -3.8041
H -2.8233 -0.5135 -2.2305
H -4.1009 -1.5826 -2.8551
H -2.4813 -3.0039 -3.8802
H -0.2478 -2.6752 -3.1500
H 0.7803 -0.3162 -3.1733
H 0.0122 -0.7690 -1.7201
H -1.7222 0.9132 -1.9734
H -0.2114 1.5478 -2.4228
H 3.8480 -0.5571 -0.4351
H 2.7596 -1.4792 -1.5650
H 2.0654 -0.0985 -0.5630
I 4.7609 2.8661 -1.4685
```

Properties
Spin multiplicity: 1
Total energy, eV: -48173.425
ΔE to the lowest compared entry with this formula, charge and spin, kcal/mol: 138.42
Charge: 0

Charge distribution, Löwdin scheme, values in e: 0.903, 0.900, -0.358, -0.340, 0.042, 0.090, 0.052, 0.076, -0.230, 0.048, 0.061, 0.057, -0.290, 0.061, -0.068, 0.051, -0.224, 0.053, 0.050, 0.054, -0.225, 0.030, 0.045, 0.052, 0.362, -0.322, -0.207, -0.208, -0.242, -0.183, -0.406, -0.203, -0.230, -0.280, 0.115, 0.095, 0.104, 0.109, 0.084, 0.117, 0.084, 0.093, 0.038, 0.115, 0.096, 0.063, -0.025, -0.053, -0.033, 0.030